{
  "formula": "H26Hg2O17P",
  "method": "wB97M-V/def2-TZVPD",
  "elements": ["Hg", "Hg", "P", "O", "O", "O", "O", "O", "H", "H", "O", "H", "H", "O", "H", "H", "O", "H", "H", "O", "H", "H", "O", "H", "H", "O", "H", "H", "O", "H", "H", "O", "H", "H", "O", "H", "H", "O", "H", "H", "O", "H", "H", "O", "H", "H"],
  "coordinates": [[2.857, -0.047, -0.674], [0.056, 1.776, 0.078], [-0.055, -1.014, -0.091], [-0.775, -0.002, -0.926], [0.770, 0.071, -0.937], [-0.729, -0.180, 0.916], [1.034, -0.160, 0.459], [0.452, 1.914, -2.361], [0.455, 1.009, -1.830], [-0.432, 2.009, -2.701], [0.355, 2.388, 2.279], [-0.472, 2.752, 2.613], [0.292, 1.469, 2.539], [-2.468, 1.541, 0.917], [-1.888, 0.759, 0.980], [-2.649, 1.684, -0.046], [2.344, -0.302, 2.640], [1.881, 0.162, 3.343], [1.811, -0.222, 1.808], [-0.791, -0.751, -3.170], [-0.705, -0.388, -2.214], [-1.468, -0.121, -3.568], [3.154, 1.726, -2.221], [2.357, 1.898, -2.640], [3.448, 2.621, -2.201], [1.999, -0.991, -2.601], [1.764, -0.627, -3.444], [1.282, -0.494, -1.946], [-3.049, -1.075, -0.905], [-2.264, -0.528, -0.812], [-3.270, -1.362, -0.042], [0.680, -2.483, 2.525], [1.526, -2.107, 2.362], [0.337, -2.183, 3.367], [2.612, -2.459, -0.298], [3.176, -2.534, 0.460], [2.808, -3.124, -0.981], [-2.264, 1.693, -1.746], [-1.529, 1.044, -1.544], [-2.767, 1.176, -2.408], [-2.661, -1.457, 1.993], [-2.459, -2.349, 2.204], [-1.862, -1.097, 1.614], [-0.728, -0.009, 3.301], [-1.404, 0.599, 3.582], [-0.764, -0.225, 2.326]],
  "atomic_forces_ev_per_a": [[5.9909, -0.1144, -0.7998], [-2.3206, 7.8464, 3.0763], [-5.2394, -12.7969, 0.7945], [-16.1695, 2.1798, -8.9374], [14.3994, 2.2092, -10.8720], [-7.7524, -0.8641, 11.5074], [14.3234, 1.0784, 12.0210], [1.1454, -0.9050, 1.6637], [-0.1270, 3.2054, -3.5238], [-0.9757, 0.3724, -0.5728], [0.4410, 1.0372, -1.0231], [-0.2856, 0.3522, -0.0004], [-0.2667, -1.3305, 1.1200], [0.4887, 1.6221, -0.4061], [-1.1364, -0.1763, -0.0497], [-0.4652, -0.2949, 0.7234], [0.5247, 0.1712, -1.0821], [-0.1973, -0.0864, 0.0926], [0.4849, 0.0765, 1.8428], [-0.8575, 1.8428, -0.8409], [-0.9718, -1.4097, -2.7544], [1.2285, -1.5785, 0.3607], [2.3175, -0.6152, 1.0006], [-3.3719, -0.2680, -1.6345], [1.4326, 1.2405, 0.5570], [-0.8323, 0.4288, 1.2809], [-0.0148, 0.0558, -1.2779], [2.1559, -2.9689, -3.8531], [-0.3143, 0.0255, -1.7022], [-0.6796, -0.2210, 0.0533], [-0.5652, -0.4407, 1.6408], [-1.4493, -1.2195, -0.8344], [0.9612, 0.5525, 0.6831], [0.2196, 0.3605, 0.2378], [-0.2863, 0.7244, -0.6798], [0.6600, -0.9929, 0.6578], [0.1426, 0.2173, 0.3944], [0.3653, -0.1576, -1.4662], [-1.9553, 0.8058, -0.2797], [-0.3492, 0.5581, 0.5788], [-1.4256, 0.4071, -0.1268], [0.1563, -1.2886, 0.4150], [-0.1475, -0.2732, -0.0815], [1.8015, 0.3931, 0.9971], [-0.8210, -0.1003, -0.0319], [-0.2622, 0.3394, 1.1315]],
  "total_energy_ha": -1941.72025,
  "charge": 1,
  "lumo_energy_ev": -6.741
}

=====

{
  "formula": "C2H4P2S2",
  "method": "wB97M-V/def2-TZVPD",
  "elements": ["C", "C", "P", "P", "S", "S", "H", "H", "H", "H"],
  "coordinates": [[1.219, -0.424, 0.474], [-1.175, 0.156, -0.538], [0.511, 1.320, 0.890], [0.268, -0.919, -1.165], [-2.494, 0.723, -1.569], [-2.640, -0.372, 0.160], [2.359, -0.506, 0.193], [0.836, -1.017, 1.285], [0.332, 0.949, 2.153], [0.784, 0.090, -1.884]],
  "atomic_forces_ev_per_a": [[0.8267, 0.7960, -2.4991], [2.9706, 1.0981, 0.9238], [-0.3190, -1.1001, -4.2434], [-0.8137, -0.5704, 2.7146], [0.2910, 0.4630, -0.2978], [-1.1091, -0.9213, 0.8880], [-2.1555, 0.1039, 1.1635], [0.5368, -0.8188, 0.1010], [-0.9623, -0.4715, 2.2008], [0.7345, 1.4212, -0.9514]],
  "total_energy_ha": -1557.54861,
  "charge": 0,
  "lumo_energy_ev": -0.760
}

=====

Strongest force on any atom
In order: 18.730 4.395
Unit: eV/Å